(1)
Density functional theory data (ωB97M-V/def2-TZVPD) for a molecular structure, C21H20BCl2N10S2V.

Last column: Mulliken spin population.
Atoms and positions in Å:
V1 -0.113004 1.140902 0.221660  2.101
N1 1.805522 0.839851 -3.703723  -0.004
C1 0.966683 0.957758 -2.648668  0.007
S1 1.379196 2.116807 -1.424284  -0.048
N2 -0.103621 0.197217 -2.676207  -0.009
N3 -0.874770 0.367930 -1.563094  -0.064
C2 -2.084821 -0.071344 -1.564345  -0.008
C3 -2.723672 -0.750860 -2.711739  0.008
C4 -3.818044 -0.171139 -3.346007  0.006
C5 -4.414484 -0.808405 -4.424095  -0.001
C6 -3.927054 -2.031248 -4.860870  0.002
C7 -2.837470 -2.612287 -4.225543  -0.001
C8 -2.229387 -1.972691 -3.157988  0.001
C9 -2.838875 0.182091 -0.318369  -0.002
C10 -4.143481 -0.235780 -0.112968  -0.002
C11 -4.760989 0.086411 1.086479  0.010
C12 -4.073757 0.823317 2.034326  0.001
C13 -2.766373 1.191199 1.764960  0.031
N4 -2.165543 0.857660 0.627892  -0.040
H1 2.524434 1.529659 -3.825669  0.000
H2 1.467180 0.346210 -4.513163  0.000
H3 -4.194067 0.787887 -3.009773  0.000
H4 -5.257367 -0.348068 -4.922346  0.000
H5 -4.394062 -2.532666 -5.698597  0.000
H6 -2.456872 -3.566102 -4.566920  0.000
H7 -1.378685 -2.414797 -2.657658  0.000
H8 -4.656925 -0.804839 -0.873040  0.001
H9 -5.777813 -0.233394 1.272026  0.000
H10 -4.526062 1.108733 2.972662  0.000
H11 -2.177794 1.768093 2.467168  0.004
Cl1 1.596070 -0.853100 0.037921  0.007
C14 2.702097 -0.315801 1.291221  -0.022
C15 4.030418 -0.654060 1.137677  -0.001
C16 4.924238 -0.285282 2.131757  -0.002
C17 4.468554 0.397017 3.245602  0.001
C18 3.126366 0.722924 3.363524  0.004
Cl2 2.616342 1.569872 4.783827  0.000
C19 2.189284 0.388916 2.379636  0.019
S2 0.498671 0.848510 2.528379  -0.033
H12 4.353761 -1.190952 0.257553  0.000
H13 5.972919 -0.529908 2.036102  0.000
H14 5.147635 0.691678 4.033107  0.000
N5 -1.055607 -2.043655 3.416031  0.000
N6 -1.035771 -2.631191 2.158114  -0.002
N7 -0.846878 -3.912983 1.969611  0.001
C20 -0.952896 -3.985610 0.643715  0.000
N8 -1.172620 -2.795644 0.081682  -0.002
N9 -1.234710 -1.936142 1.081492  0.009
H15 -0.546663 -2.676784 4.024280  0.000
H16 -0.527150 -1.169732 3.326840  -0.003
H17 -0.854761 -4.906603 0.096975  0.000
B1 -1.015111 5.566580 1.595449  0.000
C21 -0.764512 4.134933 0.989092  0.073
N10 -0.586144 3.069940 0.570995  -0.054
H18 -0.722656 6.375177 0.747299  0.003
H19 -2.190732 5.601403 1.890132  0.004
H20 -0.299142 5.632397 2.569472  0.003

Cartesian forces (eV/Å) of the 2 atoms listed first:
V 0.433 1.013 0.026
N -0.069 0.021 0.039

## Properties
* 2S+1: 3
* M: 609.26 g/mol
* ΔE to the lowest compared entry with this formula, charge and spin: 27.2 kJ/mol
* total energy: -110082.3159 eV
* HOMO energy (alpha / beta): -0.3106 / -0.3131 Ha

(2)
Density functional theory data (ωB97M-V/def2-TZVPD) for a molecular structure, C5H10O.

Last column: natural (NBO) charge in e.
Atoms and positions in Å:
O1 1.666722 0.134563 1.620353  -0.652
C1 1.463152 -0.618536 0.527568  0.169
C2 0.322371 -0.568055 -0.275220  -0.378
C3 -1.151449 -0.743445 0.395494  -0.345
C4 -1.799170 0.341864 -0.422382  -0.474
C5 -0.357559 0.808609 -0.590692  -0.186
H1 0.926852 0.753377 1.719434  0.476
H2 2.149819 0.921704 -1.285996  -0.031
H3 2.299819 -1.281561 0.335273  0.179
H4 0.423710 -1.207905 -1.154949  0.236
H5 -1.115199 -0.516827 1.462559  0.206
H6 -1.464097 -1.780268 0.238198  0.220
H7 -2.246982 -0.019242 -1.354558  0.207
H8 -2.496041 0.998234 0.100106  0.212
H9 -0.083013 1.571687 0.156039  0.147
H10 1.461067 1.205803 -1.471230  0.014

Cartesian forces (eV/Å) of the 2 atoms listed first:
O -0.299 0.481 0.342
C 1.204 -0.692 0.128

## Properties
* M: 86.13 g/mol
* ΔE to the lowest compared entry with this formula, charge and spin: 549.6 kJ/mol
* total energy: -7389.0694 eV
* HOMO energy (alpha / beta): -0.2768 / -0.2508 Ha

(3)
Density functional theory data (ωB97M-V/def2-TZVPD) for 2 unconnected molecules or ions with the total composition CHNO3S.

Last column: natural (NBO) charge in e.
Atoms and positions in Å:
C1 -0.913110 -0.320672 -0.017246  0.770
N1 -0.214763 0.190362 -0.822197  -0.832
O1 -0.474969 1.670067 -3.092638  -0.981
O2 -1.692172 -0.746740 0.744253  -0.641
O3 0.415208 -0.714505 -3.251032  -0.978
S1 0.494139 0.613874 -2.641199  1.662
H1 2.385667 -0.692386 9.080059  -1.000

Cartesian forces (eV/Å) of the 2 atoms listed first:
C 0.354 0.983 -1.691
N 0.742 0.267 -0.205

## Properties
* M: 107.09 g/mol
* ΔE to the lowest compared entry with this formula, charge and spin: 103.9 kJ/mol
* total energy: -19518.5765 eV
* HOMO energy: 0.0710 Ha
* total charge: -2

(4)
Density functional theory data (ωB97M-V/def2-TZVPD) for 2 unconnected molecules or ions with the total composition C3H7OS.

Last column: natural (NBO) charge in e.
Atoms and positions in Å:
C1 -0.382705 -0.902886 1.274967  -0.641
C2 -0.969678 0.367684 0.733194  -0.309
C3 -0.661244 0.823756 -0.488744  0.137
O1 -0.447006 2.151167 -0.827169  -0.744
H1 -1.061515 -1.762662 1.222637  0.189
H2 0.540249 -1.182647 0.771508  0.261
H3 -0.133988 -0.726654 2.324814  0.196
H4 -1.749897 0.875758 1.298882  0.176
H5 -0.207438 0.178540 -1.243330  0.213
H6 0.456413 2.199274 -1.152282  0.490
S1 1.860175 -1.171570 -1.483099  -1.059
H7 2.756637 -0.849763 -2.431376  0.092

Cartesian forces (eV/Å) of the 2 atoms listed first:
C -0.681 -0.555 -0.174
C -0.934 0.246 -0.740

## Properties
* M: 91.15 g/mol
* ΔE to the lowest compared entry with this formula, charge and spin: 158.5 kJ/mol
* total energy: -16106.6349 eV
* HOMO energy: -0.1035 Ha
* total charge: -1

(5)
Density functional theory data (ωB97M-V/def2-TZVPD) for a single C5H11NO molecule.

Last column: natural (NBO) charge in e.
Atoms and positions in Å:
C1 2.096100 -0.010600 0.150002  0.463
C2 -0.146082 -0.427617 -1.058568  -0.245
C3 0.200422 1.652650 0.396230  -0.620
C4 -1.517126 -1.370536 0.744710  -0.415
C5 0.815728 0.576485 -0.596693  -0.337
N1 -1.442253 -0.556429 -0.447342  -0.639
O1 2.174926 -1.091854 0.654244  -0.528
H1 3.048094 0.722829 0.185794  0.099
H2 -1.888381 0.368845 -0.357378  0.359
H3 0.459415 -1.438717 -1.031653  0.218
H4 -0.263485 -0.240852 -2.157508  0.200
H5 -0.605180 2.215251 -0.120706  0.212
H6 0.836020 2.337881 0.937139  0.227
H7 -0.374573 0.934406 1.126304  0.215
H8 -2.336736 -1.078429 1.354773  0.199
H9 -1.744865 -2.392453 0.487675  0.193
H10 -0.502184 -1.294841 1.286340  0.179
H11 1.190168 1.093981 -1.553365  0.219

Cartesian forces (eV/Å) of the 2 atoms listed first:
C 0.615 1.731 -0.745
C 0.232 -3.172 -2.008

## Properties
* SMILES string: CNC[C@@H](C)C=O
* M: 101.15 g/mol
* ΔE to the lowest compared entry with this formula, charge and spin: 239.8 kJ/mol
* total energy: -8899.2117 eV
* HOMO energy: -0.3177 Ha

(6)
Density functional theory data (ωB97M-V/def2-TZVPD) for a molecular structure, C40H37AlClN2P2Si.

Last column: Mulliken charge in e.
Atoms and positions in Å:
Al1 1.631880 -0.176539 -0.094642  0.473
C1 2.012458 -1.140094 3.517575  -1.257
Si1 1.041968 -0.193681 2.224193  1.015
C2 0.786404 1.572191 2.838035  -0.013
C3 0.975891 1.911760 4.179683  -0.789
C4 0.656351 3.171940 4.654827  -0.752
C5 0.119953 4.123748 3.798286  -0.955
C6 -0.069441 3.811798 2.464612  -0.084
C7 0.281838 2.553185 1.982044  -0.115
P1 0.011715 2.134677 0.230558  1.386
C8 0.857151 3.417726 -0.740443  0.325
C9 0.729418 3.360547 -2.128666  -0.336
C10 1.393112 4.268524 -2.935131  -0.719
C11 2.213856 5.231878 -2.363493  -0.675
C12 2.370723 5.273764 -0.988182  -0.743
C13 1.693195 4.374184 -0.177156  -0.918
C14 -1.782403 2.447270 0.103134  0.517
C15 -2.601264 1.768754 1.011528  -0.421
C16 -3.975529 1.918503 0.964389  -0.617
C17 -4.549256 2.754893 0.013515  -0.695
C18 -3.741983 3.427323 -0.886996  -0.703
C19 -2.362597 3.271521 -0.849296  -0.554
C20 -0.710777 -0.950596 2.116627  0.124
C21 -1.437505 -1.068798 3.305048  -0.487
C22 -2.695348 -1.644089 3.342045  -0.921
C23 -3.263201 -2.144268 2.177701  -1.053
C24 -2.570807 -2.041385 0.986551  -0.391
C25 -1.322350 -1.420147 0.945807  0.352
P2 -0.465904 -1.312267 -0.649252  1.515
C26 -1.469138 -0.463707 -1.891836  0.862
C27 -2.838305 -0.237824 -1.794909  -0.570
C28 -3.511317 0.394372 -2.828057  -0.580
C29 -2.826929 0.803293 -3.962207  -0.745
C30 -1.458926 0.586358 -4.064827  -0.731
C31 -0.782831 -0.037791 -3.029905  -0.724
C32 -0.347953 -3.033306 -1.214127  0.740
C33 0.026055 -4.005902 -0.288398  -0.368
C34 0.193481 -5.319471 -0.688006  -0.856
C35 -0.005656 -5.673121 -2.017118  -0.574
C36 -0.384275 -4.709781 -2.938282  -0.737
C37 -0.557524 -3.392100 -2.539541  -0.554
H1 1.498032 -1.156736 4.478227  0.373
H2 2.991307 -0.692929 3.669166  0.396
H3 2.157543 -2.173356 3.209675  0.363
H4 1.375716 1.182122 4.869880  0.365
H5 0.813033 3.411190 5.697134  0.446
H6 -0.149240 5.101392 4.169276  0.431
H7 -0.499761 4.546705 1.795700  0.562
H8 0.106073 2.602431 -2.582203  0.314
H9 1.277124 4.222442 -4.009579  0.439
H10 2.731081 5.944771 -2.990477  0.400
H11 3.019153 6.012461 -0.539603  0.441
H12 1.831230 4.417855 0.893574  0.409
H13 -2.163515 1.119710 1.758793  0.315
H14 -4.596663 1.399168 1.679368  0.508
H15 -5.621892 2.886202 -0.016979  0.395
H16 -4.182696 4.083387 -1.624208  0.471
H17 -1.748136 3.815310 -1.555755  0.428
H18 -1.009410 -0.698527 4.227381  0.409
H19 -3.227489 -1.720575 4.279152  0.456
H20 -4.233502 -2.618254 2.202268  0.463
H21 -2.997557 -2.462937 0.084307  0.598
H22 -3.384634 -0.529324 -0.909938  0.311
H23 -4.572655 0.577620 -2.738909  0.460
H24 -3.356426 1.299780 -4.762407  0.414
H25 -0.919261 0.909962 -4.945073  0.508
H26 0.289192 -0.195909 -3.112299  0.496
H27 0.157872 -3.742333 0.754101  0.357
H28 0.460293 -6.072166 0.039143  0.494
H29 0.117317 -6.700361 -2.327774  0.435
H30 -0.555720 -4.982153 -3.970136  0.453
H31 -0.862997 -2.651616 -3.267019  0.312
C38 4.085087 -5.008255 -0.529026  -0.786
N1 4.423188 -3.588064 -0.536484  0.037
C39 5.814464 -3.162090 -0.401222  -0.916
C40 3.476674 -2.712239 -0.465279  0.637
N2 2.612523 -1.942412 -0.406661  -0.286
H32 4.670298 -5.505217 -1.303287  0.356
H33 3.025760 -5.124302 -0.751505  0.182
H34 4.307019 -5.449005 0.444592  0.332
H35 6.436279 -3.968661 -0.784151  0.311
H36 6.068947 -2.975374 0.642486  0.322
H37 5.986557 -2.268034 -0.998868  0.353
Cl1 3.085563 0.954979 -1.151069  -0.440

Cartesian forces (eV/Å) of the 2 atoms listed first:
Al -0.071 -0.383 0.197
C -0.184 -0.043 0.017

## Properties
* M: 698.22 g/mol
* ΔE to the lowest compared entry with this formula, charge and spin: 0.0 kJ/mol
* total energy: -90634.8149 eV
* HOMO energy: -0.3751 Ha
* total charge: +1

(7)
Density functional theory data (ωB97M-V/def2-TZVPD) for a single C2H4BrP molecule.

Last column: Mulliken spin population.
Atoms and positions in Å:
C1 0.023487 0.108188 0.803696  0.027
C2 0.320186 0.694244 -0.573825  0.860
P1 -1.454210 -0.393891 -0.181732  0.972
Br1 -0.724187 -2.450466 -0.697249  0.120
H1 0.766550 -0.678350 1.050648  0.006
H2 0.141637 0.918521 1.616647  0.023
H3 0.034636 1.820462 -0.850162  -0.023
H4 0.891902 -0.018708 -1.168022  0.015

Cartesian forces (eV/Å) of the 2 atoms listed first:
C 1.264 1.136 -0.311
C 3.108 3.935 0.157

## Properties
* 2S+1: 3
* M: 138.93 g/mol
* ΔE to the lowest compared entry with this formula, charge and spin: 95.2 kJ/mol
* total energy: -81465.3486 eV
* HOMO energy (alpha / beta): -0.2020 / -0.3649 Ha

(8)
Density functional theory data (ωB97M-V/def2-TZVPD) for 2 unconnected molecules or ions with the total composition C2H7O2.

Last column: Mulliken spin population.
Atoms and positions in Å:
C1 1.011999 0.337701 0.452383  -0.006
O1 0.053333 1.247965 0.718206  0.840
C2 0.765274 -0.608497 -0.724309  -0.013
H1 1.941083 0.905716 0.259088  0.093
H2 1.321297 -0.208012 1.353016  0.083
H3 1.556287 -0.546757 -1.474030  0.003
H4 0.791319 -1.653562 -0.447637  0.001
H5 -0.188173 -0.455673 -1.233011  0.001
H6 -1.650854 0.359798 0.297990  -0.006
H7 -3.068609 0.612314 0.664341  0.000
O2 -2.532961 0.009006 0.133963  0.005

Cartesian forces (eV/Å) of the 2 atoms listed first:
C 0.484 -0.199 -0.941
O -0.110 -0.073 0.380

## Properties
* 2S+1: 2
* M: 63.08 g/mol
* ΔE to the lowest compared entry with this formula, charge and spin: 36.8 kJ/mol
* total energy: -6280.1213 eV
* HOMO energy (alpha / beta): -0.4073 / -0.3916 Ha